17
Properties=species:S:1:pos:R:3:forces:R:3 method="wB97M-V/def2-TZVPD" total_charge=0 e_tot_ev=-27082.1677 mol_weight_da=366.9 spin_multiplicity=1 e_lumo_ev=0.027
C -0.301 -0.576 -0.484 4.667 1.114 -0.638
C -1.854 0.272 1.156 2.665 0.988 1.089
C -1.649 0.976 2.470 2.471 0.300 0.201
C 1.953 -0.217 -2.133 0.305 0.330 -0.572
C 1.730 -0.423 -0.697 -3.449 -0.621 2.021
N -0.868 -0.918 -1.497 0.202 -1.112 -1.216
O -2.798 0.146 0.495 -2.231 -0.619 -1.159
O -0.547 -0.022 0.677 -0.643 -0.554 1.333
I 2.168 1.295 0.505 0.436 -0.208 -0.151
I 2.536 -2.286 0.031 -0.092 0.501 -0.002
H -0.735 1.736 2.217 -2.506 -1.452 0.921
H -1.245 0.296 3.285 -0.409 0.620 -1.193
H -2.588 1.389 2.820 0.140 0.447 -0.112
H 3.047 -0.056 -2.378 -1.239 0.343 0.315
H 1.255 0.693 -2.300 1.335 -1.651 -0.940
H 1.737 -1.215 -2.602 -0.564 1.332 -0.151
H -1.842 -1.089 -1.567 -1.090 0.241 0.253

=====

23
Properties=species:S:1:pos:R:3:forces:R:3 method="wB97M-V/def2-TZVPD" total_charge=0 e_tot_ev=-23331.0800 mol_weight_da=177.1 smiles="CC(C)(C=O)C[PH2]=O.C#[N+][O-]" spin_multiplicity=1 e_lumo_ev=-0.309
C 0.781 1.357 -1.492 0.459 -2.643 0.000
C 0.679 0.158 -0.262 -2.141 -0.032 -1.704
C 0.755 -1.316 -0.736 0.064 0.986 -3.598
C 1.919 0.376 0.586 -0.531 -0.297 0.460
O 2.003 1.177 1.494 0.587 -0.638 -1.406
C -0.583 0.224 0.695 2.074 -0.480 2.476
P 0.027 -0.568 2.412 0.185 -0.746 -0.139
O -0.988 -0.231 3.392 -1.822 0.835 1.573
H -0.144 1.618 -2.034 0.080 -0.340 0.788
H 1.114 2.123 -0.826 0.290 1.244 -0.423
H 1.527 1.105 -2.372 -1.088 0.311 2.247
H 1.437 -1.265 -1.634 -0.658 -0.371 0.592
H -0.174 -1.840 -1.103 0.726 1.003 0.615
H 1.276 -1.963 -0.098 0.473 -0.892 1.454
H 2.604 -0.494 0.365 0.658 1.114 0.480
H -1.534 -0.465 0.573 2.405 1.456 -0.084
H -0.779 1.252 1.090 -0.314 -0.798 -0.610
H 1.316 -0.597 3.139 -0.621 0.595 -1.390
H 0.028 -1.934 2.136 0.085 -0.540 -0.633
C -2.793 0.289 -0.633 -2.925 1.110 -3.932
N -2.702 0.262 -1.873 0.004 -0.082 6.742
O -2.152 0.071 -2.883 0.437 -0.120 -2.309
H -3.615 0.661 0.065 1.572 -0.672 -1.199

=====

56
Properties=species:S:1:pos:R:3:forces:R:3 method="wB97M-V/def2-TZVPD" total_charge=-2 e_tot_ev=-63221.7627 mol_weight_da=553.8 spin_multiplicity=1 e_lumo_ev=2.656
O 0.867 3.741 -1.252 -0.715 -2.791 -1.114
C 0.444 2.592 -1.189 0.092 0.674 0.489
O 0.280 1.587 -2.148 0.353 1.627 1.506
B -0.227 0.363 -1.448 0.591 0.423 0.711
O -0.604 0.845 -0.103 -0.089 -1.014 -0.070
C -0.092 2.007 0.180 0.103 0.903 1.279
O -0.074 2.521 1.290 0.171 -0.478 -2.269
O 0.822 -0.722 -1.343 -0.959 0.768 -0.521
C 0.279 -1.852 -1.762 1.427 -2.712 0.294
O 0.852 -2.944 -1.721 -1.504 2.342 -0.414
C -1.198 -1.554 -2.197 -2.658 -5.649 -0.129
O -1.390 -0.311 -2.039 -0.405 2.478 -0.387
O -2.090 -2.433 -2.447 3.694 3.511 0.509
O -5.637 0.501 6.712 1.420 -1.155 -0.465
C -4.692 -0.281 6.671 -2.855 2.064 0.964
O -4.355 -1.078 5.718 0.513 -0.572 -0.674
B -3.135 -1.823 6.131 -0.466 -0.073 -0.971
O -2.870 -1.398 7.500 -0.256 0.271 0.407
C -3.796 -0.514 7.860 0.905 1.458 4.375
O -3.883 0.022 8.998 0.258 -1.899 -4.035
O -3.329 -3.269 5.990 0.339 -0.784 0.065
C -2.298 -3.771 5.316 0.949 -3.561 -0.699
O -2.054 -4.966 5.044 -1.135 3.558 1.081
C -1.427 -2.576 4.877 1.228 -2.497 -1.498
O -2.043 -1.540 5.195 -1.945 3.957 1.896
O -0.419 -2.585 4.240 1.048 -0.807 -0.342
O 5.028 -5.528 1.845 0.300 -0.203 0.029
H 4.506 -5.579 1.045 -0.165 0.036 -0.187
H 4.532 -4.943 2.419 -0.156 0.183 0.154
O -6.997 -1.988 -5.667 -0.263 -0.122 -0.141
H -6.405 -1.518 -6.255 0.184 0.077 -0.128
H -6.816 -1.623 -4.801 0.091 0.033 0.276
O 4.405 -0.034 1.472 0.358 0.048 0.102
H 3.573 -0.222 1.906 -0.286 -0.044 0.124
H 4.195 -0.042 0.538 -0.122 -0.021 -0.234
O 3.205 -7.279 -5.968 -0.161 -0.082 -0.144
H 3.486 -7.316 -5.054 -0.014 0.051 0.275
H 4.020 -7.252 -6.469 0.176 0.035 -0.143
O 4.560 9.399 0.512 0.277 0.018 0.063
H 4.056 10.195 0.682 -0.127 0.180 0.059
H 4.002 8.882 -0.069 -0.152 -0.198 -0.132
O 0.615 -10.225 -1.475 -0.190 -0.117 -0.043
H 1.156 -9.440 -1.558 0.052 0.293 0.001
H 1.242 -10.941 -1.379 0.123 -0.182 0.045
O 1.182 6.001 -7.079 -0.167 0.061 -0.114
H 1.548 5.623 -6.280 0.011 -0.183 0.256
H 1.916 6.464 -7.484 0.151 0.113 -0.130
O 2.438 9.666 -3.881 -0.083 0.217 0.054
H 2.260 8.727 -3.821 -0.140 -0.267 0.050
H 3.306 9.721 -4.281 0.217 0.044 -0.080
O -0.838 5.418 6.442 -0.057 0.306 0.122
H -0.340 4.822 7.000 0.066 -0.188 0.135
H -0.696 5.090 5.554 -0.017 -0.126 -0.276
O -0.571 1.143 -7.647 -0.110 0.028 -0.291
H -0.841 1.354 -6.754 -0.103 0.049 0.272
H 0.341 0.863 -7.562 0.204 -0.085 0.039

=====

109
Properties=species:S:1:pos:R:3:forces:R:3 method="wB97M-V/def2-TZVPD" total_charge=+1 e_tot_ev=-164582.3460 mol_weight_da=1210.6 spin_multiplicity=1 e_lumo_ev=-3.960
C 7.212 -1.836 -4.584 0.133 0.908 -0.268
C 8.075 -0.661 -5.222 0.124 -1.805 1.090
N 7.278 0.629 -5.332 3.153 1.046 -0.899
C 7.221 0.981 -6.772 -1.737 -0.170 -1.165
C 6.032 1.995 -7.068 0.511 -0.382 0.609
C 8.019 1.588 -4.541 -1.876 -0.061 1.632
S 7.871 1.471 -2.873 0.492 0.019 -1.686
S 9.149 2.883 -5.188 -0.178 -0.029 -0.185
C 8.194 4.338 -5.784 -0.797 0.553 -0.354
C 7.467 5.165 -4.659 -0.702 0.607 -0.566
C 6.449 4.336 -3.787 1.356 -0.899 0.658
S 4.924 5.281 -3.307 0.535 0.820 0.125
B 3.610 4.720 -4.566 -2.269 -0.896 -1.785
O 3.570 5.455 -5.754 -0.098 -1.069 2.583
O 2.728 3.650 -4.287 2.139 1.347 -0.373
C 3.472 2.428 -4.014 0.464 -1.225 0.470
H 6.266 -1.366 -4.201 0.818 -0.721 -0.409
H 7.755 -2.286 -3.714 -0.515 0.226 -0.902
H 7.009 -2.589 -5.385 -0.041 0.441 0.957
H 8.976 -0.524 -4.568 -0.851 0.118 -0.675
H 8.467 -0.994 -6.216 -0.471 0.623 0.714
H 6.927 0.038 -7.313 0.388 0.879 0.567
H 8.194 1.300 -7.224 -0.672 -0.013 0.635
H 6.001 2.795 -6.274 0.076 -0.636 -0.974
H 5.051 1.454 -6.995 0.923 0.445 -0.276
H 6.172 2.444 -8.083 -0.321 -0.275 0.905
H 8.949 5.035 -6.245 -0.460 -0.901 0.581
H 7.490 4.091 -6.627 0.713 0.118 0.998
H 8.224 5.687 -4.020 -0.737 -0.660 -0.339
H 6.888 5.982 -5.176 0.617 -0.648 0.300
H 6.116 3.369 -4.228 0.271 0.907 0.240
H 6.974 4.079 -2.825 -0.824 0.155 -0.795
H 4.477 4.803 -2.095 0.312 -0.306 -0.880
H 2.749 5.217 -6.219 0.350 -0.004 -0.217
H 2.781 1.565 -3.836 0.393 1.139 -0.222
H 4.121 2.142 -4.888 -0.593 0.375 0.774
H 4.114 2.528 -3.093 -0.584 -0.021 -0.845
C -0.416 1.314 -3.160 0.362 0.108 0.710
C -0.349 0.716 -4.587 -0.605 -0.636 0.763
C -0.965 1.543 -5.719 0.140 0.218 -0.800
F -2.279 1.751 -5.568 -0.138 -0.068 0.380
F -0.816 0.892 -6.898 0.298 -0.152 0.156
F -0.866 -0.529 -4.563 -0.075 0.170 -0.169
F 0.981 0.569 -4.881 0.046 0.370 -0.160
O -1.448 0.856 -2.277 -0.836 0.218 -1.161
C -2.711 1.472 -2.353 1.473 0.239 0.145
C -3.813 0.500 -2.792 -0.528 -0.495 -0.100
F -3.548 -0.035 -3.998 0.324 0.117 -0.027
F -4.993 1.145 -2.895 0.164 0.268 0.207
F -2.642 2.570 -3.118 -0.364 -0.017 -0.225
F -2.991 1.910 -1.107 -0.354 -0.178 0.036
H 0.501 0.986 -2.665 -0.128 -0.180 -0.075
H -0.353 2.403 -3.171 -0.218 -0.023 -0.225
H -0.467 2.514 -5.809 0.095 -0.023 0.154
H -3.917 -0.318 -2.076 0.118 0.093 0.168
C -1.691 0.772 1.557 -0.661 -0.133 -0.187
C -0.218 1.214 1.390 -0.640 0.625 0.438
C 0.848 0.342 2.062 0.648 -0.363 -0.165
F 0.721 0.283 3.395 -0.371 0.150 0.150
F 2.082 0.854 1.819 -0.089 0.171 -0.284
F -0.101 2.504 1.777 0.184 -0.129 0.114
F 0.050 1.197 0.048 0.143 -0.345 0.156
O -2.487 1.424 2.560 1.065 -0.185 0.744
C -2.459 0.964 3.886 -0.530 -0.219 -1.661
C -1.897 2.008 4.857 0.174 0.493 0.432
F -0.642 2.367 4.527 0.034 -0.176 -0.288
F -1.849 1.504 6.109 -0.225 -0.258 -0.113
F -1.818 -0.220 3.951 0.430 0.314 0.380
F -3.741 0.709 4.214 0.040 0.257 0.347
H -2.180 1.052 0.627 0.139 0.142 0.137
H -1.791 -0.314 1.607 0.245 0.005 0.228
H 0.825 -0.677 1.665 -0.136 0.049 -0.092
H -2.516 2.907 4.860 -0.188 -0.106 -0.117
C -2.003 -6.057 3.539 0.403 -0.066 -0.549
C -2.346 -6.430 5.002 0.499 0.833 -0.094
C -3.810 -6.750 5.322 -0.422 -0.639 0.434
F -4.640 -5.716 5.098 0.138 0.368 -0.265
F -3.937 -7.061 6.634 0.333 -0.032 -0.048
F -1.878 -5.460 5.819 -0.247 0.037 0.031
F -1.626 -7.549 5.292 -0.305 -0.213 -0.183
O -1.870 -4.663 3.207 -1.024 0.255 0.583
C -3.010 -3.917 2.872 0.849 -1.452 -0.276
C -3.285 -2.790 3.872 0.098 0.442 0.319
F -3.464 -3.266 5.120 0.048 -0.324 -0.008
F -4.413 -2.123 3.542 0.293 -0.228 -0.419
F -4.058 -4.732 2.695 -0.346 0.233 0.182
F -2.757 -3.366 1.662 0.032 0.441 0.093
H -1.000 -6.453 3.369 -0.031 0.133 0.198
H -2.634 -6.582 2.821 -0.250 0.120 0.185
H -4.159 -7.608 4.740 0.139 0.018 -0.095
H -2.458 -2.083 3.901 0.015 -0.321 -0.185
C -6.360 -2.577 6.339 0.349 -0.583 0.048
C -7.147 -1.496 5.560 -0.496 -0.802 0.320
C -7.017 -0.050 6.048 0.136 0.685 -0.318
F -7.463 0.131 7.301 -0.067 -0.342 0.261
F -7.756 0.773 5.260 0.029 -0.222 -0.228
F -8.446 -1.867 5.490 -0.021 0.239 0.134
F -6.678 -1.522 4.280 -0.014 0.343 0.225
O -7.064 -3.360 7.317 -0.508 1.084 0.368
C -7.207 -2.875 8.627 1.134 -0.501 -1.150
C -8.672 -2.627 9.003 -0.614 0.000 0.116
F -9.253 -1.736 8.177 0.231 0.050 -0.204
F -8.757 -2.120 10.253 0.312 -0.107 0.065
F -6.426 -1.799 8.810 -0.267 0.328 0.201
F -6.713 -3.833 9.436 -0.361 -0.082 0.178
H -6.068 -3.315 5.590 -0.202 0.050 0.005
H -5.417 -2.195 6.734 -0.178 0.228 0.108
H -5.977 0.286 5.998 0.048 -0.170 -0.051
H -9.246 -3.554 8.957 0.185 -0.135 -0.002

=====

17
Properties=species:S:1:pos:R:3:forces:R:3 method="wB97M-V/def2-TZVPD" total_charge=0 e_tot_ev=-10801.8611 mol_weight_da=115.1 spin_multiplicity=1 e_lumo_ev=-0.588
C -1.758 0.277 -0.464 -0.384 -1.850 1.061
C -1.251 0.764 0.923 -0.656 5.340 -0.295
C -0.699 -0.440 0.337 0.722 -1.684 2.738
C 1.739 0.064 -0.095 -0.882 3.004 -0.070
H -2.756 -1.949 -0.200 -1.341 4.606 -1.203
H -3.940 0.394 0.492 1.948 -2.752 -3.069
H -1.404 0.889 -1.258 -0.115 0.367 -0.749
H -0.754 1.909 0.826 -0.959 -3.630 0.182
H -1.925 0.774 1.806 0.405 -0.475 -0.763
H -1.268 -1.245 0.961 1.584 0.701 -1.595
H 1.023 -1.422 0.932 0.566 -2.308 1.550
H 2.695 -1.485 -0.593 1.750 2.936 3.094
H 3.612 -0.238 -0.969 -1.748 0.965 3.604
N -3.093 -0.455 -0.738 0.895 -0.412 4.622
N 0.771 -0.735 0.318 -3.393 -0.691 -1.256
N 3.046 -0.379 0.043 1.333 -5.902 -6.573
O 1.432 1.172 -0.444 0.275 1.785 -1.277

=====

24
Properties=species:S:1:pos:R:3:forces:R:3 method="wB97M-V/def2-TZVPD" total_charge=0 e_tot_ev=-23380.9787 mol_weight_da=199.2 spin_multiplicity=1 e_lumo_ev=-0.795
C 3.327 0.756 -0.775 -2.463 -0.395 0.096
C 3.686 0.097 0.400 3.330 0.333 -0.197
C 1.938 0.799 -1.148 0.337 -0.087 -1.112
C 2.843 -0.695 1.175 -0.492 2.294 -2.396
C 1.051 0.139 -0.344 0.119 -0.836 2.584
C 1.538 -0.618 0.779 -1.854 -0.280 0.038
C -0.428 0.107 -0.260 0.806 -1.647 -0.064
C -3.339 0.523 -1.299 -0.813 -0.774 -1.315
C -3.204 -0.821 -1.009 0.391 3.003 1.309
C -3.570 1.336 -0.056 0.450 -0.944 -1.055
C -0.820 -0.726 0.743 -3.338 1.470 -3.135
C 0.327 -1.236 1.442 0.726 0.787 4.247
N -3.512 0.670 1.020 0.103 1.425 1.609
P -3.203 -0.934 0.814 2.771 -1.676 -0.357
H 4.038 1.214 -1.415 0.663 0.422 -0.213
H 4.805 0.165 0.727 -2.115 -0.171 -0.742
H 1.443 1.189 -2.088 1.411 0.150 0.993
H 3.264 -1.108 2.018 0.291 -1.301 1.814
H -0.986 0.463 -1.101 -0.520 0.513 0.189
H -3.375 0.979 -2.346 0.214 -0.696 1.613
H -2.786 -1.615 -1.557 -0.099 -0.678 -1.192
H -3.668 2.408 0.022 -0.303 0.263 -0.509
H 0.468 -2.262 1.721 -0.344 -0.898 -0.614
H 0.163 -0.833 2.537 0.729 -0.278 -1.593